125
Properties=species:S:1:pos:R:3:forces:R:3:mulliken_charge:R:1 method="wB97M-V/def2-TZVPD" gap_ev=7.9 homo_energy_ev=-7.76 largest_force_ev_per_a=11.876 e_lumo_ev=0.16
C 1.909 4.121 3.265 -2.797 -5.165 -4.042 -0.939
C 0.800 4.836 2.569 -1.451 -0.936 -0.654 0.650
O -0.082 5.436 3.068 -0.206 0.534 0.211 -0.462
N 0.797 4.759 1.000 -3.725 -1.326 3.018 0.205
H 1.446 5.434 0.879 2.861 2.705 -1.561 0.375
H 1.235 3.808 0.759 0.515 -0.554 -1.166 0.177
C -0.508 5.117 0.272 -0.131 -4.154 -1.063 -0.487
H 2.245 3.178 2.671 0.564 2.413 0.261 -0.008
H 1.528 3.530 4.037 -1.296 -0.149 1.861 0.360
H 2.482 4.832 3.611 4.048 3.160 1.671 0.527
H -1.394 4.375 0.541 2.041 1.805 0.190 0.121
H -0.266 4.684 -0.760 -0.483 1.383 1.013 0.134
H -0.785 6.155 0.303 0.188 0.209 0.120 0.385
C 2.461 -0.420 2.035 0.068 4.297 -0.688 -0.521
C 1.550 -0.567 0.803 2.407 -1.222 0.295 0.631
O 1.684 -1.589 0.173 -1.632 1.823 -0.340 -0.424
N 0.645 0.648 0.442 2.969 -4.962 -3.822 0.737
H 0.308 0.838 1.271 -3.054 1.649 6.017 -0.270
H 1.271 1.537 0.222 0.763 0.727 -0.834 0.244
C -0.425 0.298 -0.519 -0.480 1.955 1.140 0.215
H 2.291 0.601 2.474 -0.153 -0.885 -0.028 -0.092
H 3.556 -0.355 1.862 -0.724 -0.477 -0.857 0.079
H 2.335 -1.116 2.794 -0.795 -1.613 1.085 0.282
H 0.123 0.005 -1.363 0.052 -1.020 -1.505 0.353
H -0.855 1.284 -0.709 -0.321 -0.246 -0.374 -0.187
H -1.242 -0.349 -0.133 1.080 0.147 -0.166 -0.085
I -1.421 1.223 3.273 0.165 -0.006 -0.332 -0.759
O 2.080 2.703 0.122 0.081 0.954 -2.113 -1.096
H 2.277 3.088 -0.812 -0.569 -1.215 2.466 0.034
F -0.541 -3.234 -2.003 -1.273 -0.548 1.328 -0.238
C -0.101 -2.766 -3.141 -1.309 0.042 -3.517 0.728
C 1.231 -2.479 -3.170 1.362 1.581 2.820 -0.038
C 1.829 -1.925 -4.256 3.118 0.823 -3.157 -0.057
C 1.135 -1.888 -5.517 -4.288 -2.398 9.766 -1.335
C -0.225 -2.268 -5.521 -1.598 -1.680 0.192 -0.272
C -0.926 -2.689 -4.328 6.228 1.539 0.599 -1.014
H 1.757 -2.412 -2.158 -0.684 -0.536 -1.531 0.239
H 3.009 -1.598 -4.197 -3.261 -0.853 -0.163 0.069
H 1.369 -1.712 -6.387 3.971 2.295 -8.430 0.865
H -0.794 -2.500 -6.535 1.339 1.023 2.161 0.253
H -1.828 -3.114 -4.367 -3.555 -1.239 -0.035 0.834
F 5.120 1.513 -4.179 -0.243 0.113 0.851 -0.360
C 5.379 0.967 -2.952 2.680 -2.677 -1.053 0.706
C 5.057 1.553 -1.789 -1.641 1.023 0.757 -0.420
C 5.323 0.900 -0.582 -1.890 -0.336 2.885 0.174
C 5.871 -0.416 -0.536 -1.328 1.099 1.917 -0.448
C 6.192 -0.970 -1.750 1.765 -1.382 -2.002 -0.329
C 6.096 -0.274 -2.985 -2.629 2.064 1.012 -0.697
H 4.343 2.373 -1.934 0.590 0.198 0.872 0.294
H 4.788 1.313 0.431 1.636 -0.756 -2.714 0.094
H 5.844 -1.032 0.482 0.384 1.495 -2.537 0.243
H 6.651 -1.979 -1.752 -0.488 0.618 -0.131 0.341
H 6.116 -0.498 -4.041 1.035 -1.461 0.122 0.432
F 3.215 0.826 5.025 -0.004 1.743 -0.459 -0.168
C 3.515 -0.131 5.899 0.601 0.467 -1.279 0.226
C 4.809 -0.324 6.277 3.524 -2.143 1.031 -0.513
C 5.145 -1.598 6.888 -0.871 3.348 -1.172 -0.387
C 4.129 -2.501 7.103 1.103 -1.882 1.416 -0.439
C 2.827 -2.224 6.859 -4.564 0.466 -1.991 -0.290
C 2.521 -0.993 6.132 -1.863 -3.770 2.894 0.136
H 5.754 0.273 6.052 -2.038 -0.207 0.059 0.276
H 6.192 -1.690 7.150 -0.189 -0.646 0.069 0.382
H 4.389 -3.463 7.537 -0.037 0.043 0.010 0.348
H 1.813 -3.019 7.008 3.619 2.402 -0.246 0.001
H 1.458 -0.807 5.932 0.699 0.227 -0.425 0.429
C 0.788 1.521 -4.149 -2.924 -3.875 1.480 1.266
C 1.720 1.789 -5.205 0.866 2.653 4.173 -1.503
C 1.767 3.226 -5.349 2.358 2.570 -1.570 -0.856
S 0.175 3.871 -4.888 -0.663 0.196 -5.539 1.155
O -0.507 4.268 -6.105 -0.426 0.138 0.404 -0.752
O 0.428 4.879 -3.922 -0.337 0.267 2.000 -0.636
C -0.518 2.327 -4.346 2.079 -2.447 -2.532 0.074
H 1.202 1.805 -3.223 0.722 -0.008 1.416 0.048
H 0.517 0.375 -4.165 0.481 2.151 0.582 -0.783
H 1.464 1.549 -6.075 -2.687 -3.215 -7.049 0.590
H 2.670 1.469 -5.077 2.999 -1.549 0.832 0.681
H 2.376 3.453 -6.335 -2.195 0.367 1.502 0.367
H 2.316 3.753 -4.612 1.195 0.092 1.024 0.386
H -1.152 1.590 -4.939 0.398 2.149 -0.211 0.384
H -1.006 2.587 -3.517 -1.924 0.482 3.729 -0.432
C -2.387 -3.373 3.736 -2.655 -0.420 -0.422 -0.542
C -2.048 -4.519 4.701 -2.793 0.577 -1.077 -1.055
C -0.665 -4.436 4.992 1.529 3.473 1.565 -0.601
S 0.109 -4.160 3.497 -1.449 0.833 -1.753 1.019
O 0.230 -5.391 2.824 0.265 -2.080 -0.955 -0.708
O 1.149 -3.234 3.533 3.817 1.537 0.878 -0.544
C -1.161 -3.153 2.821 -2.242 0.912 3.237 -0.056
H -2.510 -2.562 4.434 0.389 0.858 0.021 0.332
H -3.479 -3.341 3.262 2.467 -0.730 0.525 0.205
H -2.189 -5.522 4.474 -1.239 -1.747 -1.332 0.398
H -2.494 -4.354 5.635 -1.388 0.089 1.179 0.373
H -0.465 -5.265 5.550 1.781 -2.144 1.275 0.576
H -0.591 -3.508 5.588 0.894 -0.312 -0.097 0.267
H -1.403 -3.171 1.841 -0.348 -1.180 -3.368 0.341
H -0.955 -2.111 2.964 0.991 0.552 0.261 -0.095
C -5.880 3.321 -1.102 -3.567 0.740 -0.525 -0.644
C -5.567 2.252 0.004 -11.284 -1.019 -3.562 -0.508
C -4.273 2.279 0.049 9.070 -4.251 3.105 -0.678
S -3.529 2.347 -1.436 1.275 0.207 -2.690 1.087
O -3.373 1.044 -2.028 0.133 -0.386 0.035 -0.541
O -2.385 3.206 -1.345 1.124 0.351 -0.029 -0.682
C -4.845 3.171 -2.240 -0.612 2.065 -0.851 -0.850
H -5.964 4.306 -0.524 0.654 -0.903 -1.472 0.279
H -6.921 3.181 -1.642 1.810 0.241 1.531 0.267
H -6.126 1.294 -0.414 1.438 1.407 1.378 0.066
H -5.927 2.566 0.948 -1.239 -0.048 0.779 0.405
H -3.834 1.426 0.607 0.079 -0.400 -0.582 0.317
H -3.880 2.936 0.718 1.147 3.030 1.300 0.541
H -5.164 2.643 -3.163 -0.086 -0.190 0.991 0.471
H -4.544 4.178 -2.639 0.166 -0.940 0.661 0.330
C -3.403 -4.070 -0.586 -0.354 -0.357 -1.424 -0.503
C -3.523 -2.536 -0.375 6.296 -2.388 6.110 0.455
C -4.331 -1.958 -1.307 -2.659 4.342 -2.041 0.587
S -5.743 -3.008 -1.296 -1.381 3.224 5.707 1.232
O -5.978 -3.151 -2.633 -2.035 -1.759 -6.420 -0.646
O -6.847 -2.485 -0.432 2.452 -1.446 -1.245 -0.715
C -4.917 -4.444 -0.619 1.926 3.689 2.785 -1.113
H -2.766 -4.384 0.212 -0.308 -0.889 0.958 0.470
H -2.789 -4.516 -1.511 -1.728 1.594 1.475 0.124
H -2.441 -2.232 -0.374 -0.984 0.462 -0.080 -0.816
H -3.833 -2.433 0.799 0.299 0.018 -2.797 0.024
H -3.890 -1.919 -2.299 -0.119 -0.481 -0.265 0.248
H -4.582 -0.878 -1.120 -0.170 -1.123 0.073 -0.378
H -5.152 -5.108 -1.267 -1.225 -4.764 -4.558 0.632
H -5.485 -4.699 0.230 0.036 -0.136 1.752 0.401


138
Properties=species:S:1:pos:R:3:forces:R:3:mulliken_charge:R:1 method="wB97M-V/def2-TZVPD" gap_ev=8.5 homo_energy_ev=-9.29 largest_force_ev_per_a=0.888 e_lumo_ev=-0.76
O 4.153 -5.508 -1.534 0.202 -0.048 -0.065 -0.604
C 3.541 -4.739 -0.830 -0.007 0.033 0.192 -0.126
C 3.362 -3.317 -1.210 0.136 0.276 -0.107 -0.210
C 2.400 -2.574 -0.672 0.215 -0.241 0.101 -0.038
Cl 2.169 -0.926 -1.089 -0.095 -0.188 0.052 0.117
C 1.451 -3.207 0.293 -0.666 0.211 0.227 0.073
O 0.320 -2.800 0.410 0.030 0.214 0.133 -0.577
C 1.944 -4.386 1.059 -0.037 0.276 -0.843 0.028
C 1.378 -4.706 2.280 0.072 -0.567 -0.050 0.282
C 1.855 -5.829 2.942 -0.250 -0.009 0.142 -0.453
C 2.842 -6.618 2.376 0.097 -0.017 -0.219 -0.599
C 3.394 -6.283 1.148 0.150 -0.180 -0.114 -0.721
C 2.959 -5.151 0.478 -0.314 -0.166 0.415 1.145
H 4.032 -2.883 -1.939 -0.022 -0.285 0.055 0.175
H 0.603 -4.092 2.713 -0.020 0.086 -0.055 -0.032
H 1.451 -6.086 3.912 -0.027 -0.001 0.024 0.439
H 3.196 -7.506 2.880 -0.003 0.007 0.119 0.421
H 4.177 -6.890 0.714 -0.011 -0.008 -0.077 0.488
Br 1.432 2.435 -1.159 0.107 0.074 -0.030 -0.071
C 2.152 3.539 -2.589 -0.269 0.009 0.239 -0.532
C 1.909 2.914 -3.936 0.234 0.076 -0.149 0.583
Br 3.135 1.435 -4.251 -0.183 -0.210 -0.111 -0.045
H 3.206 3.686 -2.372 0.019 0.001 -0.089 0.209
H 1.633 4.491 -2.513 -0.007 0.001 -0.087 0.405
H 2.108 3.631 -4.730 -0.007 0.065 0.050 -0.872
H 0.904 2.522 -4.050 -0.003 -0.011 0.079 0.479
Br 0.785 8.111 -7.998 0.037 0.039 0.060 -0.154
C 2.303 7.005 -7.496 -0.172 0.035 -0.222 -0.626
C 1.926 5.996 -6.446 0.109 -0.046 0.168 -0.167
Br 1.761 6.808 -4.679 -0.046 -0.043 -0.052 -0.129
H 3.090 7.676 -7.170 0.018 -0.037 0.045 0.427
H 2.610 6.500 -8.409 -0.003 -0.068 0.054 0.312
H 2.710 5.248 -6.345 0.067 0.079 -0.056 -0.144
H 0.980 5.505 -6.654 -0.008 0.038 -0.051 0.460
Br -1.723 -2.600 3.031 -0.042 -0.093 0.065 -0.121
C -2.264 -2.898 4.876 -0.026 0.206 -0.208 0.178
C -1.287 -2.273 5.836 0.030 -0.150 0.221 -0.577
Br 0.345 -3.326 5.998 0.061 0.072 -0.091 -0.171
H -2.363 -3.971 5.011 0.041 0.000 0.054 0.428
H -3.242 -2.431 4.969 0.003 0.007 0.043 -0.468
H -1.705 -2.239 6.840 -0.040 -0.024 -0.019 0.380
H -0.987 -1.274 5.535 -0.018 -0.005 -0.053 0.344
Br -5.447 -1.558 3.440 -0.052 0.040 -0.086 -0.181
C -6.408 -0.424 4.699 0.152 0.048 -0.118 -0.447
C -5.848 -0.552 6.089 -0.297 -0.066 0.052 -0.055
Br -6.414 -2.207 6.942 0.098 -0.036 -0.030 -0.115
H -7.457 -0.701 4.641 0.030 -0.018 0.108 0.137
H -6.280 0.591 4.326 -0.001 0.004 0.027 0.477
H -6.229 0.241 6.729 0.019 0.018 -0.035 0.071
H -4.765 -0.540 6.112 0.006 0.023 -0.067 0.073
Br -3.425 1.382 7.943 0.064 0.037 -0.009 -0.097
C -4.271 2.598 9.202 0.171 -0.074 0.016 -0.617
C -5.181 1.871 10.157 -0.197 0.075 -0.025 -0.564
Br -6.838 1.324 9.301 -0.017 -0.009 0.033 -0.115
H -4.788 3.340 8.603 -0.077 0.001 0.063 0.358
H -3.458 3.074 9.747 0.010 -0.030 0.005 0.360
H -5.471 2.531 10.972 -0.008 0.017 -0.020 0.349
H -4.739 0.968 10.563 0.096 0.031 -0.029 0.343
Br 4.927 4.462 -8.398 -0.105 0.011 0.066 -0.160
C 3.955 2.892 -7.768 0.349 -0.029 -0.040 0.612
C 3.321 2.137 -8.901 -0.286 -0.053 0.020 -0.671
Br 1.723 3.047 -9.541 0.048 0.057 -0.024 -0.178
H 3.228 3.240 -7.042 -0.036 -0.062 0.001 -0.184
H 4.701 2.278 -7.265 -0.016 -0.018 -0.020 -0.200
H 2.984 1.158 -8.564 0.045 0.017 0.048 0.319
H 3.983 2.018 -9.752 0.035 0.017 0.022 0.448
Br 4.815 -1.310 -7.614 -0.066 0.120 0.054 -0.094
C 5.925 -0.501 -6.237 0.131 -0.032 -0.232 -0.068
C 6.476 -1.523 -5.278 -0.076 -0.032 0.183 -0.607
Br 5.129 -2.134 -4.012 0.108 0.096 -0.349 -0.037
H 5.313 0.248 -5.744 0.042 -0.005 0.079 -0.258
H 6.736 -0.010 -6.773 0.029 0.006 0.052 0.375
H 7.256 -1.075 -4.671 0.004 0.026 -0.006 0.205
H 6.864 -2.410 -5.770 -0.054 0.029 -0.093 0.492
Br -1.746 3.204 0.845 -0.124 0.025 0.089 -0.145
C -0.691 4.146 2.178 0.056 -0.066 -0.276 -0.622
C -0.059 3.194 3.158 -0.022 0.055 0.218 -0.545
Br -1.351 2.537 4.457 -0.007 -0.063 -0.010 -0.100
H -1.350 4.865 2.652 0.014 -0.025 0.061 0.414
H 0.077 4.673 1.614 0.044 -0.030 0.037 0.307
H 0.702 3.704 3.746 -0.003 0.030 -0.030 0.359
H 0.377 2.324 2.678 -0.025 0.013 -0.051 0.312
Br -9.568 1.626 5.143 -0.040 0.097 0.040 -0.140
C -10.464 1.143 3.483 0.350 -0.294 0.089 -0.639
C -9.501 0.564 2.480 0.016 0.136 -0.164 -0.332
Br -8.409 1.945 1.651 0.065 -0.048 0.080 -0.129
H -10.959 2.035 3.128 0.067 0.039 -0.071 0.387
H -11.208 0.404 3.766 0.026 -0.041 -0.008 0.385
H -10.043 0.095 1.662 -0.041 -0.008 0.036 0.399
H -8.816 -0.156 2.918 -0.050 -0.031 0.001 0.044
Br -14.482 1.124 7.039 0.073 -0.014 -0.038 -0.119
C -13.646 2.709 6.284 -0.149 -0.054 0.178 -0.388
C -14.259 3.083 4.961 0.161 0.067 -0.129 -0.576
Br -13.645 1.907 3.536 -0.463 0.077 0.030 -0.115
H -12.583 2.501 6.211 0.001 0.021 -0.050 0.151
H -13.812 3.498 7.014 -0.013 0.032 -0.041 0.347
H -13.946 4.081 4.664 0.028 -0.004 0.027 0.344
H -15.343 3.032 4.965 0.001 -0.035 0.053 0.386
Br 2.482 -3.086 -10.764 0.063 0.052 0.067 -0.126
C 3.898 -4.361 -10.369 -0.136 -0.009 -0.211 -0.586
C 3.446 -5.411 -9.388 0.146 -0.005 0.228 -0.553
Br 3.377 -4.706 -7.579 -0.103 -0.101 -0.003 -0.113
H 4.744 -3.786 -10.005 0.004 -0.033 0.049 0.312
H 4.151 -4.815 -11.324 -0.007 -0.031 0.017 0.361
H 4.162 -6.229 -9.354 0.020 0.019 -0.044 0.338
H 2.460 -5.804 -9.613 -0.002 0.040 -0.070 0.359
Br 5.629 1.979 0.273 0.051 -0.008 -0.015 -0.138
C 6.353 3.105 -1.139 -0.167 -0.081 0.170 -0.672
C 6.137 2.492 -2.495 0.072 0.104 -0.194 -0.158
Br 7.367 1.029 -2.846 0.074 0.008 0.058 -0.160
H 7.402 3.267 -0.909 0.010 -0.003 -0.044 0.453
H 5.816 4.048 -1.060 0.003 0.005 -0.060 0.395
H 6.334 3.221 -3.280 -0.008 0.020 0.021 0.418
H 5.141 2.078 -2.629 0.111 0.084 0.132 -0.130
Br 8.120 3.559 -6.768 -0.001 -0.081 -0.021 -0.079
C 9.671 2.587 -6.104 -0.261 -0.054 0.081 -0.411
C 10.488 3.420 -5.155 0.257 0.013 -0.067 -0.603
Br 11.554 4.746 -6.098 -0.069 0.029 0.035 -0.153
H 10.233 2.262 -6.974 0.056 0.048 0.017 0.450
H 9.265 1.718 -5.589 0.019 0.029 0.060 0.096
H 11.205 2.799 -4.624 -0.032 -0.040 -0.010 0.394
H 9.876 3.959 -4.438 -0.049 -0.033 -0.014 0.323
Br 4.014 -3.214 2.812 0.424 0.584 0.385 0.088
C 5.098 -2.230 4.095 0.098 -0.098 -0.350 -0.691
C 5.771 -3.171 5.059 -0.045 0.094 0.249 -0.602
Br 4.502 -3.845 6.370 0.018 -0.089 -0.003 -0.139
H 4.439 -1.521 4.588 0.006 -0.035 0.061 0.369
H 5.838 -1.688 3.509 0.034 -0.027 0.029 0.339
H 6.540 -2.657 5.632 -0.025 0.038 -0.010 0.368
H 6.205 -4.036 4.568 -0.026 0.020 -0.059 0.361
Br -9.456 -3.890 4.404 0.038 0.066 0.056 -0.135
C -7.685 -4.409 3.786 -0.162 0.041 -0.122 -0.329
C -7.617 -5.877 3.464 0.159 -0.111 0.119 -0.617
Br -7.524 -6.964 5.076 -0.065 -0.001 -0.030 -0.153
H -6.985 -4.113 4.561 0.010 -0.016 0.000 0.190
H -7.506 -3.815 2.894 0.028 -0.032 -0.014 0.258
H -6.706 -6.102 2.913 0.009 0.056 -0.001 0.390
H -8.476 -6.225 2.900 -0.019 0.040 0.001 0.391